Here is a structure of composition C3CaO3 from the Open Molecules 2025 dataset. Energies are from ωB97M-V/def2-TZVPD.

Summary:
HOMO-LUMO gap (alpha / beta) = 4.6 / 4.4 eV
spin multiplicity = 1
E = -27683.6534 eV

Last column: natural (NBO) charge in e.
CARTESIAN COORDINATES (ANGSTROEM)
C1 0.575 -1.053 -1.558  -0.1283
C2 0.721 -1.102 -0.217  0.1132
O1 1.757 -2.075 -0.431  -0.6061
O2 -0.821 2.113 0.952  -0.6645
O3 -0.594 -1.270 0.168  -0.9823
C3 -0.565 2.845 1.779  0.6603
Ca1 -1.073 0.542 -0.692  1.6078

Atomic forces in eV per Å
3.2 0.9 -0.4
-0.9 -2.8 -4.2
-1.6 2.2 0.5
0.1 0.8 0.8
-1.4 0.4 4.2
0.0 -0.1 -0.1
0.5 -1.4 -0.8